Model 1:
Molecular formula: C3H3Cl3S
Method: DFT, wB97M-V/def2-TZVPD

The geometry in ORCA input format:
```
! wB97M-V def2-TZVPD RIJCOSX def2/J DEFGRID3
* xyz 0 1
S 0.59194 -2.80405 0.05061
C 0.45232 -1.19304 -0.07444
C -0.51427 -0.23737 0.52240
Cl 0.34393 0.36690 2.11770
C -0.89827 1.01674 -0.32434
Cl -1.55579 0.17756 -1.80053
Cl -2.03301 2.03556 0.38251
H 0.94707 -0.73514 -0.85979
H -1.42554 -0.64801 0.96871
H -0.03203 1.57009 -0.64433
*
```

Output
* LUMO level: -1.153 eV
* structure (SMILES): S=C[C@@H](Cl)C(Cl)Cl

The molecule's Löwdin atomic charges, reported in e, are given here: atom 1 (S): 0.729, atom 2 (C): -0.765, atom 3 (C): -0.759, atom 4 (Cl): 0.514, atom 5 (C): -1.160, atom 6 (Cl): 0.593, atom 7 (Cl): 0.681, atom 8 (H): 0.015, atom 9 (H): 0.088, atom 10 (H): 0.064

Model 2:
Molecular formula: C3H3Cl3S
Method: DFT, wB97M-V/def2-TZVPD

The geometry in ORCA input format:
```
! wB97M-V def2-TZVPD RIJCOSX def2/J DEFGRID3
* xyz 0 1
C -0.19233 -0.04358 0.25189
C 0.45875 1.04609 -0.42706
C -1.31113 2.22073 -1.17290
S 0.68568 1.22520 1.27737
Cl -2.02392 2.63873 0.29069
Cl -0.66140 3.65035 -2.00960
Cl -2.26982 1.15844 -2.16470
H -1.20432 -0.01602 0.24857
H 0.41111 -0.91069 0.42586
H 1.28256 1.04779 -1.06148
*
```

Output
* LUMO level: 0.084 eV

The molecule's Löwdin atomic charges, reported in e, are given here: atom 1 (C): -0.410, atom 2 (C): -0.550, atom 3 (C): -1.645, atom 4 (S): 0.820, atom 5 (Cl): 0.597, atom 6 (Cl): 0.506, atom 7 (Cl): 0.561, atom 8 (H): 0.005, atom 9 (H): 0.062, atom 10 (H): 0.055

Q: Which of them is the least stable? A: model 2.

Model 1:
Molecular formula: C5H11N2O
Method: DFT, wB97M-V/def2-TZVPD

The geometry in ORCA input format:
```
! wB97M-V def2-TZVPD RIJCOSX def2/J DEFGRID3
* xyz 1 1
O 1.86954 -0.14360 -2.31991
C 2.68574 0.46090 -1.47393
C 1.97338 1.58715 -0.60619
C 1.11757 1.04955 0.50010
C 0.35587 -0.09361 0.50039
C -0.09242 -0.49561 1.83135
N -0.35230 -1.88257 2.06598
N -0.07448 -0.91495 -0.55532
H 3.58132 1.02309 -1.81149
H 1.48477 2.19699 -1.40157
H 2.81025 2.22665 -0.18283
H -8.76097 -0.16499 -0.56462
H -8.54703 0.68522 -0.87898
H 0.40852 0.15156 2.58228
H -0.72954 -1.94272 2.99684
H -1.20949 -0.88499 1.75666
H 0.59113 -0.61328 -1.26963
H 3.02554 -0.32712 -0.80784
H -0.13741 -1.91767 -0.36132
*
```

Output
* LUMO level: -7.779 eV

The molecule's Löwdin atomic charges, reported in e, are given here: atom 1 (O): -0.031, atom 2 (C): -0.304, atom 3 (C): -0.081, atom 4 (C): 0.212, atom 5 (C): -0.338, atom 6 (C): -0.140, atom 7 (N): 0.241, atom 8 (N): 0.190, atom 9 (H): 0.163, atom 10 (H): 0.151, atom 11 (H): 0.156, atom 12 (H): 0.000, atom 13 (H): 0.000, atom 14 (H): 0.161, atom 15 (H): 0.099, atom 16 (H): 0.223, atom 17 (H): 0.054, atom 18 (H): 0.124, atom 19 (H): 0.122

Model 2:
Molecular formula: C5H11N2O
Method: DFT, wB97M-V/def2-TZVPD

The geometry in ORCA input format:
```
! wB97M-V def2-TZVPD RIJCOSX def2/J DEFGRID3
* xyz 1 1
C -2.45542 -0.37556 -0.08523
C -0.93787 0.82755 -0.18186
C 0.89555 -1.91500 -0.43820
C 1.45980 1.12907 0.25242
C 0.45934 -1.03441 0.70440
N 0.22475 0.38797 0.16244
N -1.11987 2.01131 -0.57937
O -2.75352 -0.87078 0.92794
H -2.75891 -0.54013 -1.12929
H 1.73642 -1.48997 -1.07066
H 1.21573 -2.92101 -0.02608
H 0.05293 -2.15491 -1.07853
H 1.78362 1.58553 -0.72199
H 1.33076 2.08364 0.88501
H 2.32639 0.57268 0.56436
H -0.33513 -1.36264 1.32517
H 1.23217 -0.75726 1.40828
H -2.02725 2.32713 -0.72111
H -0.32948 2.49677 -0.19769
*
```

Output
* LUMO level: -4.054 eV

The molecule's Löwdin atomic charges, reported in e, are given here: atom 1 (C): -0.032, atom 2 (C): -0.210, atom 3 (C): -0.059, atom 4 (C): -0.037, atom 5 (C): -0.160, atom 6 (N): -0.105, atom 7 (N): 0.232, atom 8 (O): 0.149, atom 9 (H): 0.133, atom 10 (H): 0.108, atom 11 (H): 0.111, atom 12 (H): 0.070, atom 13 (H): 0.122, atom 14 (H): 0.134, atom 15 (H): 0.097, atom 16 (H): 0.102, atom 17 (H): 0.108, atom 18 (H): 0.121, atom 19 (H): 0.116

Q: Which of them is the least stable? A: model 1.

Model 1:
Molecular formula: C5H11N2O
Method: DFT, wB97M-V/def2-TZVPD

The geometry in ORCA input format:
```
! wB97M-V def2-TZVPD RIJCOSX def2/J DEFGRID3
* xyz 1 1
H 3.69880 -0.83122 0.66011
N 2.99052 -0.86476 -0.04420
C 2.32117 0.19635 -0.13618
O 2.20486 1.26342 0.67179
C 1.09976 0.25060 -1.07427
N -0.04605 -0.04273 -0.37440
C -0.07150 -1.39214 0.28945
C -1.01898 0.74834 -0.18235
C -2.44842 0.45827 0.19469
H 2.83862 1.35641 1.31832
H 0.96308 1.07086 -1.74672
H 1.22083 -0.64040 -1.61489
H -0.76618 -2.09036 -0.24052
H 0.89507 -1.74930 0.26528
H -0.47812 -1.12823 1.27115
H -0.84302 1.79883 -0.48306
H -2.45981 0.94919 1.27232
H -2.74306 -0.59606 0.02628
H -2.88085 1.17258 -0.41283
*
```

Output
* LUMO level: -4.193 eV
* structure (SMILES): [H]/N=C(\O)C/[N+](C)=C/C

The molecule's Löwdin atomic charges, reported in e, are given here: atom 1 (H): 0.077, atom 2 (N): 0.195, atom 3 (C): -0.428, atom 4 (O): 0.133, atom 5 (C): -0.075, atom 6 (N): -0.118, atom 7 (C): 0.074, atom 8 (C): -0.049, atom 9 (C): 0.014, atom 10 (H): 0.086, atom 11 (H): 0.150, atom 12 (H): 0.132, atom 13 (H): 0.134, atom 14 (H): 0.054, atom 15 (H): 0.120, atom 16 (H): 0.169, atom 17 (H): 0.165, atom 18 (H): 0.109, atom 19 (H): 0.059

Model 2:
Molecular formula: C5H11N2O
Method: DFT, wB97M-V/def2-TZVPD

The geometry in ORCA input format:
```
! wB97M-V def2-TZVPD RIJCOSX def2/J DEFGRID3
* xyz 1 1
C 1.38725 -1.32811 0.80540
C 1.11195 0.75711 1.60850
C 1.31312 0.85295 0.16248
C 1.54472 -0.87089 -1.63701
C -2.63289 0.81005 0.32741
N 1.12491 -0.49557 1.89692
N 1.47316 -0.50876 -0.19879
O -1.60241 -0.05926 -0.26567
H -2.16783 -0.73633 -0.60267
H 0.73778 1.57659 2.41631
H 0.36948 1.16873 -0.31276
H 2.00931 1.62513 -0.30680
H 0.55023 -0.64099 -2.03556
H 1.84608 -1.93945 -1.68752
H 2.35459 -0.38152 -2.16017
H -3.51830 0.27937 0.20977
H -2.53921 1.71505 -0.18337
H -2.50101 0.83055 1.46899
H 1.06131 -0.83669 2.82158
*
```

Output
* LUMO level: -5.240 eV

The molecule's Löwdin atomic charges, reported in e, are given here: atom 1 (C): 0.016, atom 2 (C): 0.048, atom 3 (C): -0.118, atom 4 (C): 0.017, atom 5 (C): -0.076, atom 6 (N): 0.119, atom 7 (N): -0.169, atom 8 (O): -0.155, atom 9 (H): 0.063, atom 10 (H): 0.220, atom 11 (H): 0.148, atom 12 (H): 0.192, atom 13 (H): 0.100, atom 14 (H): 0.114, atom 15 (H): 0.094, atom 16 (H): 0.061, atom 17 (H): 0.063, atom 18 (H): 0.108, atom 19 (H): 0.153

Q: Which of them is the least stable? A: model 2.

Model 1:
Molecular formula: C5H11N2O
Method: DFT, wB97M-V/def2-TZVPD

The geometry in ORCA input format:
```
! wB97M-V def2-TZVPD RIJCOSX def2/J DEFGRID3
* xyz 1 1
C 0.31794 0.46453 0.52353
C -0.49601 0.04739 -0.52371
C -0.47869 2.22096 -0.52427
N 0.32780 1.82409 0.44545
N -0.93778 1.18684 -1.16246
C 0.07227 -1.97666 -1.87401
C -0.93694 -1.35270 -0.92293
H 0.84722 -0.09378 1.29572
H -0.67909 3.27749 -0.70226
H 0.85028 2.50224 1.02890
H -1.45873 1.24450 -2.05608
H 0.98712 -2.07076 -1.26507
H 0.28618 -1.31529 -2.73042
H -0.19833 -2.97428 -2.25890
H -1.93871 -1.31532 -1.39251
H -1.03173 -1.91098 0.02827
O 1.54702 0.15633 3.64058
H 1.58664 -0.71470 4.09665
H 1.33355 0.80010 4.35350
*
```

Output
* LUMO level: -2.858 eV

The molecule's Löwdin atomic charges, reported in e, are given here: atom 1 (C): 0.027, atom 2 (C): -0.195, atom 3 (C): -0.089, atom 4 (N): 0.112, atom 5 (N): 0.160, atom 6 (C): -0.092, atom 7 (C): -0.183, atom 8 (H): 0.128, atom 9 (H): 0.171, atom 10 (H): 0.204, atom 11 (H): 0.213, atom 12 (H): 0.085, atom 13 (H): 0.084, atom 14 (H): 0.089, atom 15 (H): 0.122, atom 16 (H): 0.128, atom 17 (O): -0.088, atom 18 (H): 0.063, atom 19 (H): 0.060

Model 2:
Molecular formula: C5H11N2O
Method: DFT, wB97M-V/def2-TZVPD

The geometry in ORCA input format:
```
! wB97M-V def2-TZVPD RIJCOSX def2/J DEFGRID3
* xyz 1 1
C -2.00073 0.97917 -0.60462
C -1.01427 -0.16146 -0.22442
C -0.42669 -0.75296 -1.51711
O 0.81961 -1.29798 -1.12065
N 1.50272 -0.33516 -0.31856
C 2.73489 -0.70843 0.14909
C 0.09608 0.05705 0.69013
N 0.33689 0.73438 1.78853
H -2.67647 1.42563 0.14777
H -2.68329 0.66046 -1.42276
H -1.52748 1.88071 -1.02613
H -1.66144 -0.93590 0.16521
H -0.96243 -1.63132 -1.87423
H -0.31452 0.20527 -2.17502
H 3.17887 -0.03457 0.88572
H 2.92154 -1.48191 0.89151
H 3.25454 -0.95384 -0.77065
H -0.43149 1.16669 2.16039
H 1.25093 0.73410 2.22675
*
```

Output
* LUMO level: -4.842 eV
* structure (SMILES): C[C@H]1CON(C)C1=[NH2+]

The molecule's Löwdin atomic charges, reported in e, are given here: atom 1 (C): -0.039, atom 2 (C): -0.282, atom 3 (C): -0.123, atom 4 (O): -0.102, atom 5 (N): -0.035, atom 6 (C): -0.092, atom 7 (C): 0.029, atom 8 (N): 0.281, atom 9 (H): 0.091, atom 10 (H): 0.106, atom 11 (H): 0.094, atom 12 (H): 0.163, atom 13 (H): 0.151, atom 14 (H): 0.169, atom 15 (H): 0.102, atom 16 (H): 0.100, atom 17 (H): 0.122, atom 18 (H): 0.112, atom 19 (H): 0.154

Q: Which of them is the least stable? A: model 2.

Model 1:
Molecular formula: CH12NaO9
Method: DFT, wB97M-V/def2-TZVPD

The geometry in ORCA input format:
```
! wB97M-V def2-TZVPD RIJCOSX def2/J DEFGRID3
* xyz -1 1
Na -0.07671 0.27998 0.17862
C -2.77432 -1.52356 0.53189
O -1.56152 -1.43548 1.02035
O -2.95561 -2.14175 -0.58775
O -3.75357 -0.89248 1.09548
O -1.07335 1.95725 1.84554
H -0.68061 2.82240 1.67326
H -1.39319 2.00434 2.75287
O 1.32135 -0.92450 1.93206
H 0.60169 -0.83548 2.57835
H 2.07946 -1.25000 2.43082
O 0.72641 -0.73084 -1.96366
H 0.17031 -1.52284 -2.06136
H 0.57314 -0.21689 -2.76275
O -1.22376 1.50854 -1.76762
H -0.80175 2.24438 -2.22569
H -2.17313 1.64913 -1.88656
O 2.36961 -2.71875 -0.01372
H 2.93251 -2.33321 -0.69290
H 1.91133 -1.95678 0.39676
O 1.70062 1.98043 -0.50455
H 2.43057 1.39990 -0.75974
H 1.65053 2.63621 -1.20970
*
```

Output
* LUMO level: 1.252 eV

The molecule's Löwdin atomic charges, reported in e, are given here: atom 1 (Na): 0.362, atom 2 (C): -1.000, atom 3 (O): -0.237, atom 4 (O): -0.220, atom 5 (O): -0.224, atom 6 (O): -0.027, atom 7 (H): 0.040, atom 8 (H): 0.057, atom 9 (O): -0.053, atom 10 (H): 0.068, atom 11 (H): 0.057, atom 12 (O): -0.056, atom 13 (H): 0.083, atom 14 (H): 0.038, atom 15 (O): -0.027, atom 16 (H): 0.037, atom 17 (H): 0.077, atom 18 (O): -0.070, atom 19 (H): 0.019, atom 20 (H): -0.003, atom 21 (O): -0.030, atom 22 (H): 0.059, atom 23 (H): 0.050

Model 2:
Molecular formula: CH12NaO9
Method: DFT, wB97M-V/def2-TZVPD

The geometry in ORCA input format:
```
! wB97M-V def2-TZVPD RIJCOSX def2/J DEFGRID3
* xyz -1 1
Na 25.95603 27.13919 20.58751
C 30.57552 28.40547 21.63264
O 31.36775 29.31616 21.83435
O 30.93696 27.87180 20.56476
O 29.72248 27.95467 22.36882
O 27.08546 25.12322 25.42433
H 27.59541 24.94821 26.21525
H 27.62338 25.73568 24.92258
O 26.81406 28.92995 17.12064
H 27.67141 28.60336 16.84764
H 26.38776 29.19538 16.30574
O 28.57645 24.32659 19.01736
H 29.21496 25.03932 19.04100
H 28.96871 23.63519 19.55059
O 22.12605 25.80869 21.00984
H 22.31971 24.87152 20.98875
H 21.37165 25.88476 21.59408
O 24.86214 30.60960 22.67146
H 24.87425 30.56429 23.62750
H 25.08773 31.51806 22.47137
O 21.30619 30.02044 19.76979
H 22.09139 30.14535 20.30278
H 21.16559 29.07362 19.76782
*
```

Output
* LUMO level: 1.218 eV

The molecule's Löwdin atomic charges, reported in e, are given here: atom 1 (Na): 0.418, atom 2 (C): -1.163, atom 3 (O): -0.020, atom 4 (O): -0.038, atom 5 (O): -0.075, atom 6 (O): -0.066, atom 7 (H): 0.023, atom 8 (H): 0.034, atom 9 (O): -0.072, atom 10 (H): 0.030, atom 11 (H): 0.021, atom 12 (O): -0.082, atom 13 (H): 0.025, atom 14 (H): 0.023, atom 15 (O): -0.076, atom 16 (H): 0.024, atom 17 (H): 0.024, atom 18 (O): -0.067, atom 19 (H): 0.027, atom 20 (H): 0.028, atom 21 (O): -0.060, atom 22 (H): 0.023, atom 23 (H): 0.021

Q: Which of them is the least stable? A: model 2.

Model 1:
Molecular formula: H3N3O2
Method: DFT, wB97M-V/def2-TZVPD

The geometry in ORCA input format:
```
! wB97M-V def2-TZVPD RIJCOSX def2/J DEFGRID3
* xyz 0 1
N 1.21156 0.15915 0.13715
N 0.65701 -0.86316 0.62009
N -1.49849 0.13286 -0.08517
O -0.99119 1.18271 -0.47256
O -2.58252 -0.27641 -0.21517
H 1.46474 0.30246 -0.82349
H 1.59355 0.79526 0.88507
H 0.14535 -1.43287 -0.04592
*
```

Output
* LUMO level (alpha / beta): 0.277 / -0.954 eV

The molecule's Löwdin atomic charges, reported in e, are given here: atom 1 (N): -0.044, atom 2 (N): 0.035, atom 3 (N): -0.317, atom 4 (O): -0.040, atom 5 (O): 0.043, atom 6 (H): 0.118, atom 7 (H): 0.153, atom 8 (H): 0.052

Model 2:
Molecular formula: H3N3O2
Method: DFT, wB97M-V/def2-TZVPD

The geometry in ORCA input format:
```
! wB97M-V def2-TZVPD RIJCOSX def2/J DEFGRID3
* xyz 0 1
N 0.91277 0.14596 0.59810
N -0.23477 -0.33372 0.07357
O -0.66833 -1.51132 -0.03890
N -1.48794 0.76679 0.09964
O -2.55969 -0.00067 -0.00889
H 0.81806 1.14359 0.53611
H 1.76596 -0.26531 0.45224
H -2.01315 -0.94775 -0.09092
*
```

Output
* LUMO level (alpha / beta): 0.433 / 0.442 eV
* structure (SMILES): N/[N+]([O-])=N/O

The molecule's Löwdin atomic charges, reported in e, are given here: atom 1 (N): 0.131, atom 2 (N): -0.303, atom 3 (O): -0.055, atom 4 (N): 0.061, atom 5 (O): -0.098, atom 6 (H): 0.101, atom 7 (H): 0.075, atom 8 (H): 0.087

Q: Which of them is the least stable? A: model 2.